[1]
ORCA calculation (ωB97M-V/def2-TZVPD) on a cluster of 2 separate species, C26H42NO4 in total in a non-equilibrium geometry.

Positions of all 73 atoms, in Å:
C -4.624 2.549 0.970
C -3.325 3.268 0.422
C -1.962 2.669 1.007
C -1.191 1.977 -0.208
C -2.046 0.719 -0.628
C -1.275 -0.446 -1.345
C -2.222 -1.709 -1.576
C -3.739 -1.448 -1.308
C -4.470 -2.113 -0.081
N -4.490 -0.726 -2.067
O -1.118 0.092 -2.708
C 0.121 0.728 -2.902
O 0.455 1.426 -3.795
O 0.893 0.370 -1.779
C 0.242 -0.731 -1.070
C 0.834 -0.696 0.394
C -0.187 -0.854 1.556
C -1.159 -1.932 1.716
C -2.075 -2.049 2.863
C -2.035 -1.055 3.940
C -1.079 0.039 3.792
C -0.161 0.162 2.643
C 0.815 1.376 2.683
C 0.747 -1.974 -1.964
C 0.744 -3.355 -1.174
C 2.199 -1.769 -2.545
C 3.315 -1.525 -1.463
H -4.440 1.563 1.467
H -5.167 3.210 1.710
H -5.382 2.352 0.156
H -3.365 3.203 -0.705
H -3.431 4.365 0.670
H -1.395 3.526 1.446
H -2.251 1.892 1.768
H -0.118 1.778 0.016
H -1.239 2.728 -1.049
H -2.502 0.308 0.322
H -2.837 1.093 -1.335
H -1.880 -2.630 -1.043
H -2.135 -1.942 -2.678
H -3.965 -1.893 0.892
H -4.456 -3.225 -0.298
H -5.556 -1.828 -0.097
H -3.846 -0.392 -2.809
H 1.421 0.262 0.473
H 1.607 -1.506 0.538
H -1.232 -2.745 0.962
H -2.796 -2.892 2.977
H -2.666 -1.085 4.853
H -1.010 0.804 4.609
H 1.064 1.793 1.676
H 0.315 2.196 3.262
H 1.798 1.141 3.184
H 0.080 -2.139 -2.860
H 0.130 -4.101 -1.749
H 1.783 -3.793 -1.122
H 0.388 -3.288 -0.117
H 2.466 -2.742 -3.063
H 2.260 -0.998 -3.367
H 4.301 -1.516 -2.008
H 3.377 -2.418 -0.772
H 3.165 -0.626 -0.820
C 4.928 1.718 -0.898
C 5.498 1.558 0.524
C 7.012 1.276 0.422
O 4.903 0.493 1.100
H 5.074 0.818 -1.503
H 3.856 1.939 -0.871
H 5.418 2.551 -1.428
H 5.407 2.560 1.004
H 7.223 0.362 -0.143
H 7.463 1.173 1.414
H 7.529 2.104 -0.088

Output
- Charge: -1
- Highest occupied orbital energy: -2.62 eV
- Gap between HOMO and LUMO: 5.0 eV

---

[2]
ORCA calculation (ωB97M-V/def2-TZVPD) on a structure of composition C26H42NO7P4Pd in a non-equilibrium geometry.

Positions of all 81 atoms, in Å:
Pd 0.334 -0.229 0.341
C 1.108 -4.232 -0.130
C 0.527 -3.577 -1.387
C -0.994 -3.762 -1.439
P 0.894 -1.787 -1.366
C 2.726 -1.674 -1.657
C 3.135 -0.203 -1.743
C 3.284 -2.449 -2.851
C 0.233 -1.085 -2.912
C 0.415 -1.628 -4.181
C 0.124 -0.914 -5.338
C 0.368 -1.503 -6.701
C -0.333 0.402 -5.193
C -0.586 0.940 -3.950
C -0.373 0.178 -2.781
N -0.698 0.622 -1.506
C -1.800 1.434 -1.319
C -2.869 1.528 -2.242
C -3.920 2.390 -2.020
C -3.977 3.195 -0.879
C -5.116 4.149 -0.650
C -2.971 3.037 0.073
C -1.906 2.165 -0.107
P -0.709 1.717 1.196
C 0.327 3.195 1.561
C 1.443 3.242 0.510
C -0.392 4.548 1.593
C -1.730 1.354 2.698
C -2.248 2.508 3.556
C -2.867 0.403 2.315
H 0.847 -5.295 -0.124
H 0.702 -3.763 0.769
H 2.195 -4.138 -0.080
H 0.991 -4.008 -2.281
H -1.451 -3.269 -0.576
H -1.243 -4.825 -1.396
H -1.429 -3.344 -2.352
H 3.128 -2.078 -0.731
H 2.699 0.281 -2.625
H 4.224 -0.124 -1.816
H 2.823 0.344 -0.855
H 2.922 -2.054 -3.803
H 3.047 -3.515 -2.805
H 4.375 -2.358 -2.856
H 0.797 -2.639 -4.269
H 0.463 -2.588 -6.648
H 1.289 -1.112 -7.139
H -0.446 -1.266 -7.388
H -0.503 1.008 -6.077
H -0.947 1.956 -3.863
H -2.871 0.901 -3.122
H -4.725 2.437 -2.746
H -5.567 4.458 -1.594
H -4.779 5.044 -0.126
H -5.901 3.690 -0.044
H -3.032 3.607 0.990
H 0.771 2.967 2.532
H 1.019 3.326 -0.498
H 2.054 2.342 0.569
H 2.084 4.113 0.683
H -0.807 4.786 0.609
H 0.327 5.334 1.847
H -1.202 4.595 2.321
H -1.016 0.788 3.295
H -3.001 3.114 3.045
H -1.444 3.163 3.892
H -2.723 2.091 4.450
H -3.654 0.929 1.762
H -3.299 -0.031 3.219
H -2.505 -0.429 1.708
O 3.072 -1.287 3.589
P 2.230 -0.645 2.376
O 2.175 -1.602 1.217
O 2.638 0.764 2.144
O 0.722 -0.658 3.075
P -0.041 -2.118 3.188
O -1.105 -1.748 4.371
O 0.959 -3.089 3.732
O -0.824 -2.334 1.943
H 2.633 -2.136 3.795
H -0.676 -1.945 5.208

Output
- Charge: -1
- Highest occupied orbital energy: -4.64 eV
- Gap between HOMO and LUMO: 6.5 eV

---

[3]
ORCA calculation (ωB97M-V/def2-TZVPD) on a structure of composition C26H43BrN6OsP2 in a non-equilibrium geometry.

Positions of all 79 atoms, in Å:
N 4.149 0.308 -5.686
C 4.050 1.229 -4.729
C 3.326 0.998 -3.552
C 2.760 -0.271 -3.343
C 2.855 -1.235 -4.359
C 3.573 -0.876 -5.517
C 2.289 -0.601 -1.972
Os 0.676 -1.028 -0.932
P -0.436 -1.797 0.810
C 2.199 -2.004 -1.538
C 3.014 -2.336 -0.331
C 2.938 -3.648 0.178
C 3.585 -3.937 1.367
C 4.203 -2.899 2.082
C 4.350 -1.611 1.561
C 3.741 -1.333 0.343
Br 4.987 -3.277 3.711
H 2.699 0.179 -1.316
H 2.118 -2.805 -2.275
H 3.292 1.754 -2.772
H 2.459 -2.246 -4.246
H 4.536 2.195 -4.882
H 3.667 -1.597 -6.327
H 2.406 -4.422 -0.388
H 3.864 -0.326 -0.077
H 3.630 -4.960 1.732
H 4.912 -0.825 2.070
P -0.946 -1.119 -2.723
C 0.462 -2.095 2.377
C 0.206 -3.432 3.084
H 0.183 -1.272 3.059
H 1.537 -1.974 2.155
H 0.971 -3.604 3.858
H -0.785 -3.442 3.573
H 0.279 -4.268 2.381
C -1.190 -3.253 -0.062
C -1.225 -4.673 0.476
H -0.562 -3.245 -0.979
H -2.209 -2.932 -0.332
H -1.026 -5.362 -0.351
H -0.469 -4.871 1.232
H -2.218 -4.911 0.877
C -1.778 -0.642 1.227
C -2.464 -0.768 2.582
H -2.534 -0.708 0.440
H -1.303 0.341 1.121
H -3.104 0.110 2.730
H -3.122 -1.641 2.630
H -1.767 -0.801 3.422
C -2.441 -0.149 -2.217
C -3.508 0.145 -3.274
H -2.049 0.797 -1.809
H -2.904 -0.696 -1.383
H -3.169 0.867 -4.029
H -3.876 -0.762 -3.774
H -4.364 0.607 -2.762
C -1.570 -2.777 -3.286
C -1.513 -3.128 -4.782
H -2.595 -2.906 -2.895
H -0.945 -3.515 -2.762
H -2.119 -2.462 -5.415
H -0.472 -3.118 -5.140
H -1.895 -4.152 -4.913
C -0.448 -0.264 -4.250
C -0.186 1.219 -4.035
H -1.252 -0.418 -4.982
H 0.435 -0.766 -4.656
H 0.592 1.565 -4.724
H -1.086 1.810 -4.241
H 0.149 1.463 -3.014
N 0.839 4.379 -0.382
N 1.227 3.058 -0.172
N 1.614 2.689 1.073
C 1.425 1.372 1.052
N 0.876 0.963 -0.118
N 0.658 2.074 -0.872
H 0.819 4.551 -1.376
H 1.459 4.996 0.130
H 1.684 0.746 1.914

Output
- <S²>: 6.063
- Charge: +4
- Highest occupied orbital energy (alpha / beta): -19.65 / -20.32 eV
- Gap between HOMO and LUMO (alpha / beta): 6.7 / 4.8 eV
- 2S+1: 5

---

[4]
ORCA calculation (ωB97M-V/def2-TZVPD) on a structure of composition C26H43Cl3N3O3SiSn in a non-equilibrium geometry.

Positions of all 80 atoms, in Å:
C -1.817 -2.163 -4.415
C -1.018 -2.424 -3.143
H -2.205 -3.085 -4.888
H -1.172 -1.669 -5.157
H -2.664 -1.509 -4.172
C -0.363 -3.616 -3.023
C -0.328 -4.635 -4.085
H 0.033 -3.914 -2.065
H 0.308 -4.343 -4.927
H -1.316 -4.871 -4.497
H 0.088 -5.572 -3.717
Sn 0.523 2.388 1.102
Cl -1.925 2.689 1.293
Cl 1.343 4.334 -0.148
H 1.790 5.798 4.229
H -1.205 6.989 3.137
C 1.502 5.520 3.208
C -0.724 6.308 2.423
N 0.071 5.297 3.105
H 2.064 4.637 2.887
C -0.527 4.242 3.737
O 0.050 3.286 4.227
H -1.492 5.811 1.822
H -1.645 4.326 3.720
H 1.741 6.350 2.541
H -0.065 6.893 1.783
H 2.329 -0.368 -3.070
H 2.386 -3.260 -2.527
C 3.191 -0.459 -2.392
C 3.227 -2.907 -1.905
N 2.974 -1.535 -1.439
H 3.306 0.470 -1.829
C 2.884 -1.246 -0.103
O 2.939 -0.103 0.387
H 3.338 -3.585 -1.047
H 2.729 -2.153 0.516
H 4.085 -0.681 -2.989
H 4.147 -2.926 -2.511
O -0.399 -0.947 -2.581
C -1.361 -1.629 -1.867
C 0.200 -2.667 -0.125
C -1.041 -2.139 -0.494
H 1.076 -2.461 -0.759
C 0.340 -3.498 0.994
H -2.337 -1.148 -1.912
C -2.002 -2.062 0.545
H 1.245 -4.124 1.097
C -0.685 -3.552 1.941
C -1.819 -2.748 1.759
H -2.908 -1.474 0.378
H -0.586 -4.211 2.801
H -2.574 -2.661 2.547
Si -0.420 1.897 -2.959
Cl 0.072 0.848 -0.638
C 1.272 2.594 -3.410
C -1.443 3.308 -2.263
C -1.328 1.063 -4.322
H 2.085 1.880 -3.209
H 1.486 3.530 -2.861
H 1.285 2.833 -4.491
H -0.663 0.436 -4.923
H -1.759 1.842 -4.967
H -2.149 0.460 -3.922
H -2.153 2.992 -1.498
H -2.014 3.770 -3.080
H -0.814 4.080 -1.811
N 1.103 -0.504 3.229
C 0.072 -0.790 4.053
C 0.150 -1.887 4.956
C -0.948 -2.251 5.724
C -2.135 -1.517 5.648
C -2.215 -0.403 4.804
C -1.127 -0.028 4.025
H 1.920 -1.107 3.148
H 1.122 0.327 2.641
H 1.081 -2.456 4.997
H -0.881 -3.127 6.380
H -3.008 -1.796 6.250
H -3.132 0.177 4.744
H -1.189 0.837 3.365

Output
- Charge: -1
- Highest occupied orbital energy: -2.66 eV
- Gap between HOMO and LUMO: 5.2 eV

---

Number 1: electronic energy -37321.1156 eV. Number 2: electronic energy -84113.0380 eV. Number 3: electronic energy -127638.7396 eV. Number 4: electronic energy -89551.2877 eV.